[1]
87
Properties=species:S:1:pos:R:3 method="wB97M-V/def2-TZVPD" charge=+1 gap_ha=0.19125 e_homo_ev=-10.284 spin_multiplicity=1
O -7.99847 3.95366 1.83121
C -6.75282 4.01338 1.65759
F -6.23635 4.17478 0.32168
C -5.73488 3.84769 2.91732
C -5.37513 2.28283 2.98498
C -5.12825 1.55984 4.39582
N -4.58042 0.36126 4.10613
C -4.35272 0.14144 2.61677
C -4.09479 1.70406 2.20946
H -4.79894 4.47592 2.63914
H -6.21257 4.26769 3.87071
H -6.32713 1.73980 2.60168
H -5.34595 1.92607 5.46948
H -4.28940 -0.39513 4.74490
H -5.34526 -0.17111 2.11080
H -3.43239 -0.48590 2.36226
H -3.97671 1.95606 1.10244
H -3.20347 1.95688 2.90684
C -0.78302 -4.75286 3.20299
O -0.21988 -3.50772 3.57922
C -1.14871 -2.43701 3.47807
C -0.85443 -1.36605 4.52599
O -1.27819 -1.72493 5.84254
C -0.49341 -2.72052 6.50826
C 0.87610 -2.21809 6.95042
O 1.76467 -2.15906 5.83809
C 2.78446 -1.19162 6.00994
H -1.04824 -4.74511 2.14250
H -0.03943 -5.53110 3.38266
H -1.66533 -4.97722 3.81137
H -2.17795 -2.79763 3.61027
H -1.04715 -2.00586 2.47557
H -1.43948 -0.47661 4.26676
H 0.19266 -1.06297 4.51571
H -0.41931 -3.62942 5.90845
H -1.06077 -2.98380 7.40578
H 1.30578 -2.91241 7.68115
H 0.76671 -1.22981 7.41135
H 2.35305 -0.20243 6.19595
H 3.36514 -1.14190 5.08757
H 3.44616 -1.47531 6.83467
C 0.80808 -1.70474 -0.06555
O 0.17217 -0.63182 -0.73471
C 0.94293 -0.11162 -1.81516
C 0.02382 0.42243 -2.90888
O -0.57188 -0.60554 -3.70466
C -1.60182 -1.36939 -3.07441
C -2.89927 -0.59758 -2.86801
O -2.77013 0.28394 -1.75299
C -3.62264 1.40777 -1.83790
H 1.72110 -1.35801 0.42533
H 0.11731 -2.08922 0.68706
H 1.03899 -2.51600 -0.76344
H 1.60034 -0.88221 -2.23738
H 1.55786 0.70508 -1.42201
H 0.63411 1.00774 -3.60301
H -0.73027 1.10126 -2.50989
H -1.24560 -1.81570 -2.14370
H -1.80693 -2.19702 -3.75989
H -3.71375 -1.29694 -2.64705
H -3.13996 -0.03929 -3.77944
H -3.44928 1.96153 -2.76578
H -3.39427 2.06877 -0.99932
H -4.67123 1.09638 -1.77514
C 2.18857 2.20753 -5.99389
O 3.17481 1.43968 -5.32847
C 3.34114 0.14786 -5.90578
C 4.78263 -0.33093 -5.75254
O 5.68966 0.29071 -6.66545
C 6.01955 1.65577 -6.39633
C 6.92485 1.83436 -5.18245
O 6.17241 1.70575 -3.97824
C 6.96341 1.26548 -2.89055
H 1.20462 1.74534 -5.87518
H 2.17475 3.20472 -5.54951
H 2.43132 2.31128 -7.05637
H 3.07660 0.15856 -6.97085
H 2.66964 -0.53851 -5.37770
H 4.80749 -1.39610 -6.00121
H 5.13389 -0.24348 -4.72409
H 5.12097 2.27211 -6.32807
H 6.56836 1.99984 -7.27806
H 7.36289 2.83900 -5.19302
H 7.72756 1.08927 -5.21847
H 7.45413 0.31575 -3.12749
H 6.30576 1.10472 -2.03460
H 7.71153 2.02166 -2.63027



[2]
33
Properties=species:S:1:pos:R:3 method="wB97M-V/def2-TZVPD" gap_ha="0.26740 / 0.27230" e_homo_ev="-7.894 / -7.921" s2=0.7733 spin_multiplicity=2
Tc -0.15316 -0.60938 0.48576
N 3.59176 1.74337 0.56890
C 2.32238 1.26556 0.59224
S 2.16849 -0.47675 0.69318
N 1.35408 2.11749 0.55485
N 0.08647 1.52129 0.56456
C -0.85795 2.40370 0.62384
C -2.26744 2.16737 0.70214
C -3.12245 3.28640 0.66130
C -4.48441 3.14243 0.72889
C -5.02192 1.85183 0.85014
C -4.21416 0.74349 0.90461
C -2.81247 0.87427 0.83157
O -2.07441 -0.20314 0.89878
H 4.37413 1.12338 0.64275
H 3.73655 2.73421 0.50020
H -0.52219 3.43822 0.61852
H -2.67962 4.27176 0.57412
H -5.13360 4.00576 0.69160
H -6.09652 1.72709 0.90470
H -4.62409 -0.25244 1.00549
N -0.51241 -2.07567 -0.26520
C -1.28556 -2.97544 -0.99416
C -2.08185 -2.51902 -2.04041
C -2.89883 -3.41756 -2.70720
C -2.90755 -4.75713 -2.34179
C -2.09820 -5.20695 -1.30517
C -1.28337 -4.31865 -0.62404
H -2.05188 -1.47075 -2.30591
H -3.52801 -3.07176 -3.51660
H -3.54756 -5.45569 -2.86460
H -2.10361 -6.25167 -1.02419
H -0.65105 -4.64442 0.19043



[3]
14
Properties=species:S:1:pos:R:3 method="wB97M-V/def2-TZVPD" smiles="C#C/C=C/[C@@H]1CN1" gap_ha=0.36483 e_homo_ev=-9.150 spin_multiplicity=1
C -3.09171 -0.35835 1.53232
C -2.11195 -0.41058 0.90751
C -0.96662 -0.45031 0.09825
C -0.19928 0.65481 -0.03393
C 1.02291 0.75067 -0.77175
C 1.69580 -0.52410 -0.87687
N 2.28778 0.58582 -0.04795
H -3.86285 -0.21051 2.32687
H -0.81818 -1.31227 -0.69332
H -0.49060 1.53059 0.49735
H 0.96856 1.44752 -1.53523
H 1.45457 -1.49124 -0.39343
H 2.08607 -0.69475 -1.90648
H 2.02550 0.48268 0.89667



no.,energy (eV)
1,-50383.362
2,-35753.911
3,-7820.948